54
Properties=species:S:1:pos:R:3 method="wB97M-V/def2-TZVPD" largest_force_ha_per_bohr=0.1715 energy_ev=-57772.97871 total_charge=0 orbital_gap_ha=0.325 relative_energy_kcal_mol=120.2 homo_energy_ev=-8.60
C 0.209 2.214 1.125
C 0.367 3.732 0.516
C 1.037 4.816 1.568
C -1.020 4.399 -0.049
C -2.369 3.493 0.169
C -2.977 3.264 1.679
O -3.851 4.381 2.154
C -3.787 5.383 1.062
O -3.869 6.695 1.322
C -3.553 4.557 -0.342
H 1.282 1.704 1.231
H -0.225 2.222 2.237
H -0.406 1.477 0.420
H 1.147 3.644 -0.384
H 1.955 4.400 2.168
H 1.356 5.781 0.942
H 0.258 5.227 2.370
H -1.081 5.490 0.395
H -0.867 4.549 -1.224
H -2.385 2.555 -0.570
H -2.331 2.735 2.500
H -3.805 2.432 1.469
H -4.613 4.122 -0.589
H -3.085 5.151 -1.266
C 2.750 -2.170 1.277
S 3.407 -0.873 0.202
O 2.719 0.409 0.569
C 2.642 -1.483 -1.320
H 3.074 -1.969 2.301
H 1.658 -2.173 1.237
H 3.140 -3.141 0.960
H 1.557 -1.527 -1.202
H 3.035 -2.475 -1.555
H 2.889 -0.795 -2.132
C -1.974 -0.323 -3.296
S -2.907 0.071 -1.797
O -1.917 0.272 -0.688
C -3.631 -1.573 -1.588
H -1.405 0.562 -3.592
H -1.284 -1.148 -3.101
H -2.665 -0.593 -4.097
H -2.841 -2.322 -1.498
H -4.270 -1.804 -2.444
H -4.235 -1.573 -0.678
C 4.572 -6.706 -0.001
S 2.835 -6.355 -0.360
O 2.501 -5.035 0.271
C 2.157 -7.652 0.702
H 5.190 -5.982 -0.537
H 4.759 -6.617 1.072
H 4.820 -7.714 -0.343
H 2.490 -7.505 1.732
H 2.481 -8.630 0.339
H 1.066 -7.597 0.664